(1)
This record from OMol25 describes 5 unconnected molecules or ions with the total composition C29H58BClFIO16P2 in a non-equilibrium geometry. The level of theory is ωB97M-V with the def2-TZVPD basis set.

```
109
Properties=species:S:1:pos:R:3:lowdin_charge:R:1
C 3.6999 -1.0145 1.5575 -0.039
C 3.3109 -1.7799 0.2992 -0.200
O 2.0275 -2.4294 0.4573 -0.033
C 1.1992 -2.1627 -0.6097 -0.433
O 1.7200 -2.7818 -1.7715 0.159
B 1.5451 -4.1823 -1.7878 -0.806
O 0.4851 -4.7128 -2.4466 0.220
O 2.4776 -4.9838 -1.1947 0.204
O -0.0759 -2.6802 -0.4287 -0.065
C -0.9770 -2.0746 0.4908 -0.500
C -0.4576 -1.1100 1.5605 -0.194
C 0.0773 0.2907 1.2408 -0.244
C -0.7498 1.2155 0.3557 -0.537
Cl -0.1268 2.8942 0.5952 0.665
C -2.2004 -1.5632 -0.3570 -0.213
C -1.7359 -1.2833 -1.7973 -0.088
O -2.6895 -0.5751 -2.5806 0.002
C -2.7183 0.7844 -2.3945 -0.542
C -3.8634 1.3670 -1.6084 0.042
O -1.8831 1.4551 -2.8521 0.164
O -3.2458 -2.5404 -0.4819 -0.085
C -4.5177 -2.0576 -0.3007 -0.486
F -5.0018 -1.4085 -1.3780 0.074
C -5.4447 -3.2745 -0.0686 -0.133
P -6.9940 -2.8617 0.7841 0.392
O -8.0690 -2.6159 -0.1373 -0.244
O -7.3490 -4.1383 1.7070 -0.125
O -6.7834 -1.6060 1.7668 -0.136
P -1.4529 -3.5897 1.5875 0.697
O -1.8619 -4.7782 0.5485 -0.331
I -3.4234 -2.9557 2.9938 0.548
H 4.7213 -0.7014 1.4108 0.043
H 3.6043 -1.6308 2.4439 0.088
H 3.1385 -0.0884 1.6316 0.073
H 4.0391 -2.5426 0.0742 0.109
H 3.3504 -1.0770 -0.5314 0.131
H 1.1602 -1.1050 -0.8746 0.164
H 0.1422 -3.9923 -2.9951 0.114
H 2.4117 -4.9220 -0.2313 0.118
H -1.2580 -1.0002 2.2922 0.068
H 0.3263 -1.6334 2.1038 0.107
H 0.2166 0.8061 2.1876 0.103
H 1.0759 0.2380 0.8232 0.083
H -0.5282 1.0014 -0.6788 0.047
H -1.8082 1.2397 0.5700 0.066
H -2.6329 -0.6760 0.0929 0.126
H -1.6023 -2.2337 -2.2931 0.139
H -0.7854 -0.7514 -1.8366 0.126
H -3.6722 2.4262 -1.4938 0.095
H -3.9293 0.8810 -0.6399 0.071
H -4.8102 1.2627 -2.1362 0.076
H -4.5810 -1.4301 0.5863 0.100
H -4.8779 -4.0721 0.3953 0.072
H -5.7258 -3.6025 -1.0654 0.115
H -6.7384 -4.1097 2.4638 0.061
H -5.9104 -1.6781 2.1948 -0.012
H -1.7975 -4.4521 -0.3659 0.058
C 8.0725 -0.6332 -1.1629 -0.165
C 7.6967 -1.3427 -2.4573 -0.168
C 6.7220 -2.3993 -1.9612 -0.190
O 6.0686 -1.8476 -0.8107 -0.160
C 6.7562 -0.6587 -0.4021 -0.198
H 8.4574 0.3750 -1.3096 0.114
H 8.8282 -1.2124 -0.6259 0.116
H 7.1869 -0.6468 -3.1280 0.115
H 8.5464 -1.7670 -2.9900 0.113
H 7.2462 -3.3091 -1.6509 0.119
H 5.9739 -2.6683 -2.7077 0.120
H 6.1317 0.2037 -0.6625 0.128
H 6.8917 -0.6732 0.6756 0.084
C -8.5132 0.0963 -3.9853 -0.165
C -8.2478 1.4937 -4.5343 -0.173
C -7.7683 2.2311 -3.2925 -0.204
O -7.1144 1.2615 -2.4680 -0.164
C -7.3949 -0.0566 -2.9678 -0.200
H -8.5038 -0.6837 -4.7450 0.113
H -9.4828 0.0715 -3.4826 0.116
H -7.4489 1.4549 -5.2793 0.113
H -9.1187 1.9594 -4.9939 0.110
H -8.6094 2.6469 -2.7276 0.117
H -7.0729 3.0399 -3.5240 0.115
H -6.4816 -0.4415 -3.4351 0.114
H -7.6632 -0.7123 -2.1392 0.106
C 7.8152 -0.0276 4.6857 -0.168
C 6.5262 0.0335 5.4941 -0.169
C 5.5652 0.6640 4.4985 -0.197
O 5.9938 0.2529 3.1948 -0.168
C 7.2929 -0.3451 3.2935 -0.213
H 8.5280 -0.7662 5.0495 0.113
H 8.3044 0.9493 4.6894 0.115
H 6.1964 -0.9773 5.7460 0.115
H 6.6129 0.6028 6.4184 0.113
H 5.6090 1.7571 4.5422 0.119
H 4.5312 0.3522 4.6537 0.116
H 7.1822 -1.4264 3.1495 0.124
H 7.9348 0.0466 2.5037 0.110
C -0.7822 7.3256 0.3751 -0.170
C 0.1637 8.2791 1.0948 -0.175
C 1.0635 7.3117 1.8503 -0.208
O 1.1374 6.1213 1.0611 -0.155
C 0.1455 6.1709 0.0295 -0.235
H -1.2631 7.7595 -0.5004 0.112
H -1.5630 6.9877 1.0611 0.114
H 0.7488 8.8441 0.3650 0.113
H -0.3400 8.9892 1.7494 0.110
H 0.6358 7.0496 2.8243 0.116
H 2.0686 7.7052 2.0080 0.115
H 0.6549 6.3434 -0.9251 0.121
H -0.3707 5.2118 -0.0215 0.026
```

LUMO energy in eV: -0.48
Strongest force on any atom in eV/A: 3.4
SMILES: CCO[C@@H](OB(O)O)O[C@@](CCCCl)([C@@H](COC(C)=O)O[C@@H](F)CP(=O)(O)O)P(O)I.C1CCOC1.C1CCOC1.C1CCOC1.C1CCOC1
Orbital gap in eV: 8.713
Spin multiplicity: 1

(2)
This record from OMol25 describes a gas-phase ion, C3H6NS2 (charge +1) in a non-equilibrium geometry. The level of theory is ωB97M-V with the def2-TZVPD basis set.

```
12
Properties=species:S:1:pos:R:3:lowdin_charge:R:1
S 2.3221 1.1748 -0.0554 0.814
C 0.8630 0.2021 0.2329 -0.893
C -0.4390 0.9029 -0.0236 -0.225
N -1.3824 -0.1920 0.2175 0.018
C -1.0073 -1.3134 -0.2780 -0.330
S 0.5854 -1.2508 -0.9210 1.058
H 3.1796 0.1728 -0.2906 -0.107
H 0.8319 -0.3032 1.1855 0.080
H -0.6298 1.7843 0.5619 0.144
H -0.4802 1.0912 -1.0914 0.129
H -2.2650 -0.0503 0.6974 0.189
H -1.5783 -2.2186 -0.2351 0.121
```

LUMO energy in eV: -4.99
Charge: +1
Strongest force on any atom in eV/A: 1.3
Orbital gap in eV: 8.753
Spin multiplicity: 1

(3)
This record from OMol25 describes 5 unconnected molecules or ions with the total composition C20H50Cl2O8PS in a non-equilibrium geometry. The level of theory is ωB97M-V with the def2-TZVPD basis set.

```
82
Properties=species:S:1:pos:R:3:lowdin_charge:R:1
C -2.9767 -1.0435 6.9193 -0.063
C -1.7138 -1.1369 6.0161 -0.386
O -1.1722 0.1532 5.7475 -0.054
C -2.0511 -1.8642 4.6362 -0.335
O -1.5296 -1.1182 3.6052 -0.393
P -2.4980 -0.9357 2.1231 0.419
S -2.6564 -3.1774 2.0095 0.451
C -0.8726 -1.0526 1.1280 -0.306
C -0.1181 0.2206 0.6844 -0.217
C -0.7283 1.0123 -0.4790 -0.247
O -1.0226 0.0773 -1.5274 -0.098
C -2.3586 0.9653 2.4312 -0.206
C -3.3471 1.2969 3.6073 -0.361
C -4.5513 2.1408 3.2129 -0.126
O -3.4166 2.6642 3.9832 -0.088
C -3.5981 -0.6570 0.5308 -0.729
Cl -5.3182 -0.3512 1.1161 0.526
C -3.6843 -1.7961 -0.5506 -0.758
C -3.9632 -1.0871 -1.9378 -0.168
Cl -5.1396 -2.8902 -0.3713 0.488
H -3.0581 -1.9704 7.5048 0.072
H -3.8869 -0.8727 6.3308 0.068
H -2.8805 -0.2030 7.6251 0.069
H -0.9790 -1.7357 6.5851 0.121
H -0.9374 0.5089 6.6165 0.085
H -1.5902 -2.8651 4.7463 0.095
H -3.1434 -2.0095 4.6496 0.082
H -3.7078 -0.9042 2.8859 -0.015
H -1.3932 -3.6642 2.0698 -0.193
H -0.9500 -1.6932 0.2355 0.056
H -0.1780 -1.6018 1.7780 0.067
H 0.8309 -0.1546 0.2481 0.103
H 0.2408 0.8693 1.4924 0.105
H 0.0585 1.6884 -0.8807 0.095
H -1.5778 1.6518 -0.2031 0.101
H -1.0106 0.5557 -2.3668 0.080
H -2.7418 1.6078 1.6311 0.059
H -1.4273 1.2824 2.9097 0.086
H -3.5004 0.5307 4.3650 0.103
H -4.5227 2.4115 2.1634 0.081
H -5.4483 2.0063 3.8094 0.096
H -3.3679 0.2677 -0.0040 0.038
H -2.7746 -2.3642 -0.7238 0.057
H -4.4391 -0.1091 -1.8149 0.066
H -3.0535 -1.0514 -2.5497 0.043
H -4.6707 -1.6974 -2.5178 0.034
C 2.7671 4.9490 -1.9348 -0.094
C 1.8573 3.9953 -1.1810 -0.315
O 0.5401 4.0245 -1.7294 -0.093
H 2.3762 5.9670 -1.8877 0.072
H 3.7763 4.9398 -1.5179 0.062
H 2.8232 4.6750 -2.9921 0.070
H 1.7870 4.2831 -0.1329 0.119
H 2.2410 2.9731 -1.2336 0.086
H 0.6028 3.7601 -2.6535 0.079
C -1.7885 -3.3372 -4.5670 -0.087
C -0.6547 -2.5366 -5.1815 -0.326
O -0.2774 -1.4586 -4.3320 -0.094
H -2.6538 -2.6978 -4.3888 0.067
H -2.0869 -4.1596 -5.2204 0.071
H -1.4907 -3.7499 -3.6002 0.079
H -0.9622 -2.1087 -6.1357 0.107
H 0.2194 -3.1753 -5.3548 0.103
H 0.0033 -1.8319 -3.4877 0.079
C 6.1023 2.0233 -1.0993 -0.082
C 5.1862 1.0718 -0.3511 -0.315
O 3.8751 1.1045 -0.9013 -0.088
H 5.7153 3.0429 -1.0514 0.064
H 7.1104 2.0096 -0.6796 0.073
H 6.1598 1.7505 -2.1565 0.055
H 5.1152 1.3593 0.6978 0.115
H 5.5642 0.0486 -0.4038 0.090
H 3.9442 0.8395 -1.8257 0.071
C 6.0789 -0.5507 -4.5420 -0.090
C 6.5384 -1.4201 -3.3857 -0.312
O 5.5648 -1.4408 -2.3456 -0.088
H 5.8935 0.4695 -4.2022 0.060
H 6.8275 -0.5258 -5.3358 0.074
H 5.1409 -0.9261 -4.9585 0.075
H 7.4628 -1.0315 -2.9591 0.112
H 6.7182 -2.4461 -3.7231 0.107
H 4.7482 -1.7944 -2.7170 0.091
```

LUMO energy in eV: 1.83
Charge: -1
Strongest force on any atom in eV/A: 3.0
Orbital gap in eV: 6.218
Spin multiplicity: 1

Number 1: E_HOMO -9.19 eV. Number 2: E_HOMO -13.74 eV. Number 3: E_HOMO -4.39 eV.